{"formula": "C2N2OS", "method": "wB97M-V/def2-TZVPD", "species": ["O", "C", "N", "C", "N", "S"], "xyz": [[-2.7422, 0.0705, -0.0035], [-1.5887, -0.0100, 0.0790], [-0.3751, -0.0131, -0.1033], [0.9203, -0.0799, 0.0190], [2.0478, 0.1981, -0.0150], [3.5745, -0.0192, 0.0178]], "atomic_forces_ev_per_a": [[0.0, -0.2, 0.6], [2.8, 0.3, -1.2], [-2.1, 0.0, 0.4], [-1.8, 0.7, 0.2], [-1.9, -1.1, 0.1], [3.1, 0.3, 0.0]], "e_lumo_ev": -0.14, "smiles": "O=C=NC#[N+][S-]", "relative_energy_kcal_mol": 6.3, "energy_ha": -659.06658}

{"formula": "C6H18IO6", "method": "wB97M-V/def2-TZVPD", "species": ["I", "C", "C", "O", "O", "H", "H", "H", "H", "H", "H", "C", "C", "O", "O", "H", "H", "H", "H", "H", "H", "C", "C", "O", "O", "H", "H", "H", "H", "H", "H"], "xyz": [[0.2146, -1.8020, 0.0782], [-3.9874, -2.3729, 1.2609], [-4.0464, -1.7647, -0.1058], [-3.2452, -0.5499, -0.1473], [-2.7623, -3.0079, 1.5408], [-4.7637, -3.1596, 1.3058], [-4.3496, -1.7436, 2.0818], [-5.0304, -1.4273, -0.4330], [-3.6216, -2.3936, -0.8923], [-2.3324, -0.7940, -0.3653], [-2.1150, -2.6488, 0.9040], [-0.2431, 1.9596, -2.0363], [-1.5686, 2.6851, -1.7836], [-1.3913, 4.0298, -1.3960], [0.4792, 1.5972, -0.9021], [0.3470, 2.6054, -2.6964], [-0.4093, 1.1204, -2.7259], [-2.2310, 2.0490, -1.1870], [-2.0272, 2.6121, -2.7795], [-0.5408, 4.0278, -0.9376], [0.0336, 0.8939, -0.4007], [4.0675, -0.3550, 0.5409], [5.1793, -0.5316, 1.5681], [5.5030, 0.7840, 2.1086], [2.9534, 0.3886, 0.9946], [3.6875, -1.3390, 0.2362], [4.4663, 0.1108, -0.3662], [6.0400, -0.9332, 1.0359], [4.9103, -1.0837, 2.4744], [4.6248, 1.0797, 2.3953], [2.1586, -0.0368, 0.6294]], "atomic_forces_ev_per_a": [[-0.1, 0.1, -0.2], [-1.4, -1.7, 0.3], [1.1, 1.9, -0.5], [-0.3, -0.2, -0.1], [0.0, 0.5, -0.3], [0.1, -0.1, -0.3], [0.6, 0.7, -0.3], [-0.2, -0.3, 0.3], [-0.3, -0.6, 0.3], [0.1, 0.0, 0.2], [0.3, -0.2, 0.6], [-0.6, -0.1, -0.7], [0.4, -1.4, -1.5], [0.0, -0.3, 0.3], [0.4, 0.6, 0.3], [0.4, 0.3, 0.6], [-0.4, -0.4, 0.4], [0.1, 0.5, 0.7], [-0.2, 0.7, 0.0], [-0.2, 0.2, 0.1], [0.0, -0.1, -0.3], [-0.6, -1.0, -0.5], [-0.6, 1.7, 0.4], [-0.1, -0.5, -0.4], [0.5, 0.1, 0.5], [0.3, -0.1, 0.0], [0.3, 0.1, 0.1], [0.2, 0.0, 0.3], [-0.2, -0.7, -0.6], [0.3, 0.3, -0.1], [0.0, 0.1, 0.2]], "total_charge": -1, "e_lumo_ev": 3.28, "relative_energy_kcal_mol": 18.2, "energy_ha": -988.59553}

{"formula": "C4H6N2", "method": "wB97M-V/def2-TZVPD", "species": ["C", "N", "C", "N", "C", "C", "H", "H", "H", "H", "H", "H"], "xyz": [[-0.4225, -1.2436, -1.3598], [0.3124, 0.8636, 2.4863], [-0.2082, 0.2452, -1.3249], [1.0198, 0.8742, -1.2272], [0.6887, 0.6892, 0.0365], [0.7474, 0.5228, 1.2961], [0.6858, 0.4221, 3.3120], [-0.3201, 1.6415, 2.6420], [-1.0543, 0.8341, -1.7016], [-1.3064, -1.5376, -0.7902], [0.4458, -1.7707, -0.9687], [-0.5884, -1.5409, -2.4005]], "atomic_forces_ev_per_a": [[0.1, 0.0, -0.2], [-0.1, 0.3, -0.2], [0.0, -0.1, 1.4], [0.8, 0.2, -0.1], [-1.0, -0.1, -2.0], [0.1, -0.2, 1.0], [-0.1, -0.1, -0.1], [0.2, -0.1, 0.0], [0.0, 0.1, 0.3], [0.0, 0.1, 0.0], [0.0, 0.0, 0.0], [0.0, 0.0, 0.0]], "e_lumo_ev": 0.49, "relative_energy_kcal_mol": 106.1, "energy_ha": -265.36642}

{"formula": "C5H14N2", "method": "wB97M-V/def2-TZVPD", "species": ["C", "C", "N", "C", "C", "C", "N", "H", "H", "H", "H", "H", "H", "H", "H", "H", "H", "H", "H", "H", "H"], "xyz": [[-1.7136, 0.7298, 2.0609], [-0.3515, 0.2158, 1.5008], [0.0402, 0.5256, 0.1365], [-0.5482, 1.7401, -0.3619], [1.1352, -0.2155, -0.2853], [0.6680, -1.0525, -1.4778], [1.5347, -2.2577, -1.7048], [-2.5144, 0.0742, 1.4126], [-1.9116, 0.5018, 3.1128], [-1.9046, 1.7612, 1.5362], [-0.2285, -0.8353, 1.6832], [0.3199, 0.7384, 2.1193], [-0.4747, 2.6334, 0.1960], [-1.6462, 1.5125, -0.7194], [-0.0105, 1.8445, -1.4811], [2.2299, 0.1641, -0.5101], [1.2463, -1.1751, 0.2165], [-0.4289, -1.2213, -1.3628], [0.6992, -0.4162, -2.4009], [2.5599, -2.0427, -1.6861], [1.2997, -3.2251, -1.9847]], "atomic_forces_ev_per_a": [[-2.1, -1.2, -5.3], [-0.6, 0.9, 1.2], [-2.1, 1.1, 2.6], [0.2, -2.5, -6.3], [1.8, -2.2, -2.5], [0.2, 0.0, -3.5], [1.0, 0.5, 0.6], [1.4, 1.4, 1.8], [0.3, 0.7, -0.3], [0.2, -1.5, 2.2], [-0.1, -0.5, 0.1], [1.6, 0.4, 1.3], [0.3, 1.0, 0.8], [1.7, 0.8, 1.0], [-1.3, 0.4, 2.9], [-2.1, 0.1, 0.7], [0.4, 0.8, 2.0], [1.0, -0.7, 0.2], [0.0, -0.4, 0.3], [-1.7, -0.5, -0.2], [-0.2, 1.6, 0.3]], "e_lumo_ev": 1.03, "smiles": "CCN(C)CCN", "relative_energy_kcal_mol": 91.6, "energy_ha": -308.27705}